Record 1
C8H18BrO9PS as an isolated structure in a non-equilibrium geometry, computed with ωB97M-V/def2-TZVPD.

XYZ file:
```
38
Properties=species:S:1:pos:R:3:mulliken_charge:R:1
C 2.7004 3.7286 -0.2417 -0.858
C 1.0799 3.3204 -0.1687 0.495
O 0.1800 4.3109 -0.2497 -0.514
O 0.6894 1.9162 0.0308 -0.194
C -0.6033 1.5978 -0.5949 -0.341
C -1.7214 1.4829 0.5988 -0.513
C -2.9399 2.5915 0.5009 -0.289
O -3.8129 2.4270 -0.6808 -0.286
S -4.8889 3.7406 -0.8643 0.690
O -4.2591 4.6339 -1.9847 -0.500
O -4.9767 4.7206 0.5300 -0.349
Br -4.0383 6.2958 0.2982 0.144
H 3.1112 3.4911 -1.3334 0.245
H 3.2867 3.1146 0.5967 0.280
H 2.8698 4.8719 0.0525 0.287
H -0.9043 2.2837 -1.4939 0.405
H -0.4886 0.4997 -1.0489 0.213
H -1.1532 1.6777 1.6287 0.304
H -2.1334 0.3677 0.6856 0.281
H -2.5582 3.7114 0.6399 0.235
H -3.6356 2.3909 1.4500 0.294
C 1.5809 -1.0748 0.2868 -0.605
O 1.9759 -2.2506 0.9793 -0.486
P 2.3962 -3.6535 0.0584 1.071
O 3.0744 -2.7976 -1.0166 -0.614
O 0.8014 -3.8594 -0.3221 -0.324
C -0.1051 -4.0125 0.7599 -0.628
O 2.8166 -5.0565 -0.8625 -0.301
C 2.1896 -6.2675 -0.4940 -0.573
H 1.0779 -0.4137 0.9980 0.288
H 2.4608 -0.5535 -0.0974 0.298
H 0.8883 -1.3036 -0.5270 0.290
H -0.6784 -3.0903 0.8813 0.143
H 0.4179 -4.2404 1.6945 0.379
H -0.7953 -4.8287 0.5350 0.272
H 1.1955 -6.3227 -0.9437 0.214
H 2.1143 -6.3485 0.5941 0.294
H 2.7854 -7.1010 -0.8748 0.255
```

Summary:
Highest occupied orbital energy: -9.7587 eV


Record 2
C28H42BrI2N5O2S2SiTa as an isolated structure, computed with ωB97M-V/def2-TZVPD.

XYZ file:
```
84
Properties=species:S:1:pos:R:3:mulliken_charge:R:1
Ta 1.0490 2.0831 3.9235 0.790
N -2.9185 6.5227 9.0593 -0.427
C -2.3863 5.4919 8.3942 1.118
C -1.4740 5.7193 7.3304 -0.972
C -0.9226 4.6694 6.6566 -0.216
C -1.2658 3.3556 7.0243 0.119
C -2.1793 3.1082 8.0642 -0.456
C -2.7259 4.1620 8.7387 -0.810
S -0.6118 2.0377 6.2140 1.269
O 0.9008 2.2466 5.9876 -0.576
O -0.9275 0.7792 6.7860 -0.693
N -0.8542 2.1025 4.5646 -0.034
C -2.1703 2.0806 4.0202 0.686
N -3.1361 1.8349 4.8807 -0.430
C -4.3671 1.8268 4.3658 -0.226
C -4.5934 2.0605 3.0197 -0.545
C -3.4849 2.3170 2.2300 -0.165
N -2.2473 2.3367 2.7301 -0.426
H -2.6792 7.4726 8.8337 0.210
H -3.5556 6.3767 9.8236 0.214
H -1.2139 6.7347 7.0624 0.345
H -0.2217 4.8544 5.8514 0.270
H -2.4395 2.0915 8.3240 0.531
H -3.4223 3.9828 9.5470 0.344
H -5.1782 1.6271 5.0547 0.465
H -5.5907 2.0530 2.6065 0.411
H -3.5801 2.5230 1.1712 0.449
I 4.3580 -0.8247 2.6070 0.207
C 2.5679 -1.6935 3.2936 -0.925
I 1.6669 -0.6747 4.9468 0.330
H 2.7666 -2.6910 3.6696 0.462
H 1.8275 -1.7031 2.5032 0.407
S 1.5584 4.2932 3.2740 -0.278
C 3.1114 3.8422 4.0253 0.805
C 4.1990 4.6742 4.1818 -0.774
C 5.3038 4.1546 4.8425 -0.095
C 5.2874 2.8477 5.3234 -0.901
C 4.1665 2.0764 5.1235 0.027
N 3.1036 2.5715 4.4655 -0.059
H 4.1747 5.6883 3.8100 0.460
H 6.1787 4.7742 4.9910 0.437
H 6.1358 2.4344 5.8487 0.447
H 4.0944 1.0563 5.4711 0.433
C -1.8801 -3.5001 -8.7117 -2.005
C -1.8849 -2.0330 -9.1555 2.138
C -2.9892 -1.3052 -8.3669 -1.737
C -2.2048 -1.9784 -10.6747 -1.654
Si -0.2549 -1.1135 -9.0625 -0.731
Br 0.8045 1.0327 1.7637 -0.226
C -0.1894 0.7049 -9.5136 2.142
C 0.7241 1.4862 -8.5512 -1.745
C 0.4435 0.6782 -10.9312 -1.648
C -1.5293 1.4451 -9.5939 -2.009
C 1.3415 -2.0784 -8.8740 2.149
C 1.2737 -3.0436 -7.6759 -1.739
C 1.4004 -2.8901 -10.1966 -1.658
C 2.6329 -1.2630 -8.7466 -2.011
H -2.8630 -3.9193 -8.9393 0.536
H -1.7248 -3.6026 -7.6379 0.435
H -1.1449 -4.1103 -9.2333 0.387
H -3.9208 -1.8595 -8.5033 0.487
H -3.1636 -0.2890 -8.7072 0.377
H -2.7796 -1.2853 -7.2953 0.407
H -3.1833 -2.4416 -10.8251 0.511
H -1.4863 -2.5419 -11.2741 0.350
H -2.2673 -0.9637 -11.0690 0.349
H 1.7445 1.1153 -8.5299 0.376
H 0.3316 1.4932 -7.5320 0.407
H 0.7608 2.5242 -8.8902 0.487
H 1.4253 0.2053 -10.9594 0.344
H 0.5759 1.7133 -11.2562 0.510
H -0.1998 0.1900 -11.6668 0.352
H -1.9960 1.5551 -8.6153 0.438
H -2.2426 0.9812 -10.2729 0.386
H -1.3317 2.4498 -9.9750 0.536
H 0.4618 -3.7609 -7.7460 0.376
H 1.1884 -2.5098 -6.7268 0.406
H 2.2079 -3.6095 -7.6461 0.486
H 0.5351 -3.5355 -10.3486 0.347
H 2.2797 -3.5377 -10.1511 0.510
H 1.5167 -2.2505 -11.0746 0.354
H 2.6824 -0.7196 -7.8032 0.434
H 2.7869 -0.5609 -9.5641 0.384
H 3.4714 -1.9632 -8.7637 0.535
```

Summary:
Relative energy (zero: lowest compared OMol25 entry of this formula, charge and spin): 16.8 kcal/mol
Total charge: +3
Highest occupied orbital energy: -14.6408 eV


Record 3
A 6-piece molecular cluster, C20H39F4N5O13PS2 overall in a non-equilibrium geometry, computed with ωB97M-V/def2-TZVPD.

XYZ file:
```
84
Properties=species:S:1:pos:R:3:mulliken_charge:R:1
C 3.6018 0.7185 -2.9819 0.293
C 3.0640 0.1087 -2.0626 -0.927
C 2.3611 -0.7781 -0.9479 -0.779
P 0.7651 0.0241 -0.1903 1.626
C 1.6007 1.7276 -0.6115 -0.907
C 2.0744 2.8684 -0.6518 -0.317
C 0.0062 -1.6355 0.2879 -0.240
C -0.1835 -2.7837 -0.7730 -0.734
C -1.1350 -3.8944 -0.0749 -0.412
C -1.4229 -5.0521 -1.1473 -1.067
C 0.0831 0.0079 -1.9921 -1.350
S -1.7247 -0.1200 -2.2355 -0.166
C -2.3417 1.0173 -3.5519 -0.249
C -3.6351 1.7533 -2.9288 -0.712
C 1.5216 0.1825 1.5652 -1.398
C 0.6667 -0.2278 2.8153 -0.036
O 0.8232 0.8520 3.7954 -0.465
C 1.0722 -1.5414 3.6072 0.641
F 0.0852 -2.5201 3.3458 -0.272
F 2.2985 -2.1108 3.3236 -0.252
F 1.0311 -1.3556 5.0034 -0.299
S -0.9878 1.2912 0.4089 1.237
O -2.1913 0.5690 0.8578 -0.576
O -0.6429 2.2098 1.5462 -0.679
F -1.2923 2.5359 -0.7268 -0.387
H 3.9685 1.5764 -3.5961 0.367
H 2.1810 -1.7484 -1.4945 0.268
H 3.1932 -0.9807 -0.2192 0.212
H 2.6986 3.7495 -0.3420 0.365
H -0.8782 -1.6426 0.9797 0.499
H 0.8387 -2.1222 0.9199 -0.007
H -0.6475 -2.5971 -1.7671 0.275
H 0.7872 -3.3560 -0.9705 0.269
H -0.7180 -4.2730 0.8988 0.265
H -2.1305 -3.3521 0.0577 0.250
H -1.6694 -5.9967 -0.5546 0.344
H -0.5491 -5.2558 -1.8326 0.268
H -2.3738 -4.8132 -1.7227 0.257
H 0.4192 0.9772 -2.4932 0.554
H 0.5439 -0.8114 -2.6380 0.412
H -1.5431 1.7408 -3.8788 0.295
H -2.6904 0.4111 -4.4519 0.309
H -3.7843 1.3533 -1.8706 0.000
H -3.4770 2.8643 -2.8107 0.255
H -4.5894 1.4887 -3.4801 0.339
H 2.5315 -0.3139 1.6930 0.331
H 1.7776 1.2879 1.6851 0.396
H -0.4551 -0.2979 2.6677 0.566
H -0.0720 1.1091 4.1007 0.328
C -5.9796 1.9158 0.6962 -0.732
N -6.3871 1.6165 -0.7021 0.906
O -6.8221 0.5008 -0.9350 -0.537
O -6.2557 2.5105 -1.5175 -0.508
H -6.1510 1.0332 1.3068 0.298
H -4.9214 2.1754 0.6813 0.276
H -6.5872 2.7499 1.0430 0.307
C -10.0557 1.5229 -0.9626 -0.567
N -10.6937 2.3214 0.1177 0.873
O -11.8434 2.6852 -0.0568 -0.543
O -10.0159 2.5539 1.1026 -0.531
H -10.7700 1.3941 -1.7717 0.319
H -9.1807 2.0731 -1.3047 0.173
H -9.7756 0.5607 -0.5383 0.270
C 3.6621 3.1409 4.8919 -0.643
N 4.6427 2.6940 3.8669 0.917
O 4.8680 3.4488 2.9399 -0.533
O 5.1511 1.5982 4.0332 -0.520
H 3.2930 4.1261 4.6181 0.291
H 2.8491 2.4153 4.9074 0.180
H 4.1803 3.1752 5.8486 0.300
C 7.3219 -0.0631 -5.9135 -0.737
N 6.2116 0.3312 -5.0063 0.834
O 6.3995 0.2075 -3.8093 -0.471
O 5.1941 0.7494 -5.5367 -0.502
H 8.1571 -0.4136 -5.3122 0.316
H 6.9516 -0.8567 -6.5598 0.271
H 7.6030 0.8165 -6.4896 0.273
C 5.2415 -2.3990 3.7284 -0.621
N 6.3500 -3.3869 3.6358 0.891
O 6.9532 -3.6528 4.6619 -0.552
O 6.5752 -3.8603 2.5370 -0.538
H 5.1558 -2.0644 4.7590 0.299
H 5.4879 -1.5663 3.0718 0.294
H 4.3308 -2.8976 3.4085 0.259
```

Summary:
Total charge: -1
Highest occupied orbital energy: -5.2975 eV


Record 4
C28H23CoF5N3OSTe as an isolated structure in a non-equilibrium geometry, computed with ωB97M-V/def2-TZVPD.

XYZ file:
```
63
Properties=species:S:1:pos:R:3:mulliken_charge:R:1
Co 1.0012 -0.1316 0.8573 0.649
F 6.4192 1.6408 4.3218 -0.299
C 5.6243 1.2876 3.3139 0.701
C 4.3342 0.8702 3.5573 -0.221
F 3.8719 0.8110 4.8056 -0.300
C 3.5333 0.5038 2.4967 -0.441
F 2.2711 0.0745 2.7645 -0.274
C 3.9539 0.5402 1.1852 0.943
S 2.9308 0.0801 -0.1443 -0.568
C 5.2585 0.9620 0.9710 0.109
F 5.7395 1.0160 -0.2735 -0.326
C 6.0864 1.3302 2.0117 0.153
F 7.3336 1.7301 1.7696 -0.287
C 0.2392 -0.5868 -0.7537 -0.475
C -0.2589 -0.8876 -1.8047 0.469
C -0.8655 -1.2087 -3.0718 0.394
C -0.5000 -0.5088 -4.2252 -0.311
C -1.0864 -0.8091 -5.4467 -0.688
C -2.0440 -1.8103 -5.5366 -0.448
C -2.4125 -2.5118 -4.3964 -0.498
C -1.8291 -2.2148 -3.1729 -0.465
H 0.2489 0.2698 -4.1500 0.504
H -0.7932 -0.2584 -6.3316 0.389
H -2.5021 -2.0419 -6.4906 0.384
H -3.1591 -3.2934 -4.4591 0.381
H -2.1161 -2.7570 -2.2807 0.424
C -4.7045 3.2279 -2.1848 -1.433
C -3.4271 2.9923 -1.4171 0.617
C -3.4270 2.8756 -0.0341 -1.071
C -2.2558 2.6613 0.6894 1.205
C -2.3716 2.5157 2.1906 -1.499
C -1.0299 2.5759 -0.0007 -0.193
Te 0.7899 2.3701 1.0843 0.029
C -1.0148 2.6576 -1.4051 1.080
C 0.2263 2.5022 -2.2540 -1.046
C -2.2161 2.8705 -2.0803 -0.825
H -5.5652 3.2718 -1.5159 0.344
H -4.8794 2.4288 -2.9093 0.327
H -4.6604 4.1676 -2.7398 0.332
H -4.3700 2.9437 0.5031 0.209
H -3.4228 2.5255 2.4887 0.367
H -1.8647 3.3252 2.7143 0.359
H -1.9206 1.5850 2.5279 0.171
H 1.0475 2.0489 -1.7120 -0.058
H 0.5644 3.4714 -2.6324 0.453
H 0.0028 1.8675 -3.1149 -0.039
H -2.1995 2.9257 -3.1673 0.342
C -2.0064 -2.8279 3.4199 -0.892
N -0.6336 -2.9670 2.9134 0.166
C 0.0865 -4.1177 3.0153 -0.029
C 1.3240 -4.2529 2.4908 -1.166
C 1.8644 -3.1240 1.7979 0.954
N 1.1663 -2.0036 1.7457 0.131
C -0.0763 -1.8898 2.2576 0.078
O -0.6747 -0.8180 2.0978 -0.597
N 3.0509 -3.1298 1.1991 -0.244
H -2.2844 -3.7431 3.9347 0.319
H -2.6879 -2.6454 2.5933 0.308
H -2.0620 -1.9876 4.1058 0.306
H -0.4018 -4.9257 3.5433 0.364
H 1.8691 -5.1791 2.5867 0.387
H 3.5898 -3.9734 1.1247 0.242
H 3.2954 -2.3214 0.6265 0.104
```

Summary:
Relative energy (zero: lowest compared OMol25 entry of this formula, charge and spin): 10.9 kcal/mol
Highest occupied orbital energy (spin up / spin down): -7.0244 / -7.0225 eV


Number 1: total energy -4306.00763 Eh. Number 2: total energy -5827.94360 Eh. Number 3: total energy -3573.83976 Eh. Number 4: total energy -3868.52267 Eh.